# 1
14
Properties=species:S:1:pos:R:3 method="wB97M-V/def2-TZVPD" e_homo_ev="-9.49 / -6.34" multiplicity=1 de_lowest_kcal_mol=94.2 charge=0 homo_lumo_gap_ev="9.855 / 5.387" largest_force_ha_per_bohr=0.0801
C -0.67735 1.41373 -0.78547
C -1.11437 -1.39376 0.81279
N -0.05533 -0.75535 1.18302
C 0.99589 -0.36349 0.27514
N 2.10552 -0.93734 0.41700
C 0.65173 0.65834 -0.90845
N 1.52828 0.74012 -1.76386
H -1.45360 0.99215 -1.43690
H -0.49504 2.43967 -1.11483
H -1.07642 1.45782 0.23891
H -1.14688 -1.78392 -0.19974
H -1.93146 -1.54412 1.50854
H -0.00485 -0.38460 2.12991
H 2.67387 -0.53925 -0.35607

=====

# 2
14
Properties=species:S:1:pos:R:3 method="wB97M-V/def2-TZVPD" e_homo_ev=-9.07 multiplicity=1 de_lowest_kcal_mol=93.0 charge=0 homo_lumo_gap_ev=9.304 largest_force_ha_per_bohr=0.0465
C -0.02348 -1.58784 -0.44450
C 1.72768 -0.25965 0.47937
N 0.59361 -0.81447 0.61456
C -0.63318 1.02197 0.12028
N 0.09360 1.48958 -0.81549
C -1.90978 1.40491 0.56099
N -2.91837 1.51957 1.11546
H -1.12780 -1.55676 -0.43048
H 0.30653 -2.57942 -0.17719
H 0.31677 -1.28848 -1.44168
H 2.21870 -0.18944 -0.48526
H 2.01399 0.46855 1.23934
H -0.30852 0.06662 0.92106
H -0.34975 2.30487 -1.25646